The following is a quantum chemistry calculation of a structure of composition C3H4N2O3, from the Open Molecules 2025 dataset.

The energy above the lowest of the compared OMol25 structures with the same formula, charge and spin is 827.79 kJ/mol. The total energy comes out at -451.6645 hartree.

Each line ends with the Löwdin charge.
Element x y z (Å)
C  2.1992  -1.7330  -0.1595  -0.141
H  0.3469  -0.0562  2.4580  0.200
C  -1.1676  1.0646  -0.3011  -0.560
O  0.7296  -1.6341  -0.0388  -0.197
H  2.9302  -2.0269  1.0888  0.167
H  2.7714  -0.6935  -0.8099  0.163
N  0.6144  -0.3203  0.1289  -0.195
H  2.1401  -2.8980  -0.9573  0.158
N  -1.1833  0.9308  1.0418  0.167
O  -0.0763  0.3747  -0.9447  0.055
C  -0.2206  0.1601  1.3621  0.006
O  -1.7873  1.8157  -0.9394  0.177



The following is a quantum chemistry calculation of a cluster of 2 separate species, C6H14N2O2 in total, from the Open Molecules 2025 dataset.

The energy above the lowest of the compared OMol25 structures with the same formula, charge and spin is 186.13 kJ/mol. The total energy comes out at -496.9866 hartree. As for the SMILES: CNC(C)=O.CNC(C)=O.

Each line ends with the Löwdin charge.
Element x y z (Å)
H  -3.4455  -0.6665  0.9854  0.108
C  -1.6014  0.7452  1.6654  -0.548
C  1.3451  -0.2029  -1.8632  -0.521
N  2.5492  -0.5056  -1.2592  0.001
H  -1.5196  2.4814  0.5384  0.100
O  0.2692  -0.6988  -1.6179  0.035
H  1.3394  0.7966  -3.8498  0.081
H  3.5039  -1.8969  0.1699  0.094
H  -0.6579  2.4821  2.1801  0.080
C  -0.8004  1.9651  1.2296  -0.001
C  -2.4897  -1.3126  1.0848  -0.112
H  3.1304  0.3158  -1.2352  0.116
H  -0.5066  -0.6510  0.3936  0.069
C  2.5807  -1.2674  -0.0216  -0.094
H  2.1771  1.7120  -2.6119  0.067
H  1.8520  -2.0924  -0.0942  0.087
O  -2.1765  0.6902  2.7223  0.059
H  0.3548  1.4815  -2.6329  0.080
H  -2.2856  -2.1654  0.3704  0.094
H  -2.5965  -1.7351  2.1065  0.071
N  -1.3136  -0.4434  0.9396  -0.004
C  1.3386  1.0447  -2.7849  0.005
H  2.4600  -0.6509  0.8745  0.083
H  0.1002  1.8792  0.6657  0.050



no.,HOMO-LUMO gap (eV),HOMO (eV)
1,9.66,-10.0
2,9.44,-8.9